Arrangement A

Molecular formula: C25H35N5O5
Method: DFT, ωB97M-V/def2-TZVPD

XYZ file:
```
70
Properties=species:S:1:pos:R:3:lowdin_charge:R:1
C -1.354 1.970 3.535 -0.056
C -0.602 0.882 2.782 -0.243
O 0.544 1.479 2.206 -0.054
C 1.357 0.717 1.419 -0.188
C 1.177 -0.640 1.209 0.035
C 1.997 -1.317 0.316 -0.143
C 1.686 -2.756 0.022 -0.480
O 1.860 -3.667 0.806 0.080
N 1.150 -2.912 -1.212 0.075
C 0.555 -4.163 -1.630 -0.065
C -0.826 -3.970 -2.256 -0.437
O -1.019 -4.267 -3.422 0.050
N -1.805 -3.485 -1.466 -0.039
C -1.657 -3.147 -0.066 -0.128
C -2.754 -2.185 0.380 -0.089
C -3.033 -1.088 -0.663 -0.399
C -3.453 -1.760 -2.003 -0.070
C -3.119 -3.253 -2.022 -0.128
N -4.076 -0.244 -0.074 0.000
C -4.258 1.074 -0.651 -0.204
C -3.041 1.937 -0.293 -0.102
C -1.861 1.148 -0.723 -0.204
N -0.636 1.601 -1.128 0.151
C 0.058 0.514 -1.542 -0.169
N -0.636 -0.585 -1.425 0.144
C -1.843 -0.208 -0.906 -0.182
C 3.005 -0.647 -0.343 0.045
C 3.240 0.712 -0.107 -0.200
O 4.295 1.212 -0.806 -0.030
C 4.424 2.591 -1.106 -0.227
C 3.283 3.115 -1.971 -0.055
C 2.415 1.402 0.787 -0.154
O 2.585 2.760 1.004 -0.086
C 2.917 3.142 2.333 -0.224
C 4.210 2.505 2.831 -0.051
H -2.273 1.563 3.947 0.079
H -1.594 2.789 2.862 0.071
H -0.742 2.358 4.345 0.077
H -1.236 0.456 1.993 0.107
H -0.307 0.081 3.473 0.131
H 0.392 -1.180 1.711 0.117
H 0.853 -2.082 -1.711 0.113
H 1.181 -4.639 -2.392 0.131
H 0.507 -4.820 -0.755 0.129
H -1.696 -4.058 0.548 0.138
H -0.696 -2.666 0.094 0.087
H -2.460 -1.713 1.318 0.116
H -3.690 -2.717 0.565 0.118
H -2.932 -1.271 -2.827 0.121
H -4.527 -1.633 -2.159 0.118
H -3.856 -3.824 -1.447 0.128
H -3.110 -3.627 -3.047 0.122
H -4.952 -0.753 -0.063 0.118
H -5.164 1.506 -0.223 0.119
H -4.369 1.050 -1.748 0.123
H -3.024 2.110 0.786 0.106
H -3.083 2.902 -0.801 0.119
H -0.307 2.551 -1.089 0.161
H 1.060 0.566 -1.915 0.122
H 3.647 -1.156 -1.043 0.135
H 5.368 2.641 -1.657 0.126
H 4.512 3.193 -0.198 0.107
H 2.363 3.139 -1.393 0.055
H 3.512 4.123 -2.305 0.079
H 3.147 2.475 -2.840 0.081
H 2.094 2.898 3.012 0.111
H 3.019 4.229 2.276 0.126
H 4.434 2.871 3.829 0.078
H 4.108 1.422 2.868 0.082
H 5.041 2.751 2.173 0.074
```

Values from the calculation:
Structure (SMILES)   CCOc1cc(C(=O)NCC(=O)N2CCC3(CC2)NCCc2[nH]cnc23)cc(OCC)c1OCC
E_HOMO   -8.51 eV
E_LUMO   0.0198 Eh
Net charge   0

=====

Arrangement B

Molecular formula: C25H35N5O5
Method: DFT, ωB97M-V/def2-TZVPD

XYZ file:
```
70
Properties=species:S:1:pos:R:3:lowdin_charge:R:1
C 4.057 -4.418 -2.534 -0.061
C 3.457 -3.031 -2.357 -0.254
O 2.058 -3.189 -2.238 -0.071
C 1.269 -2.080 -2.085 -0.168
C 1.772 -0.784 -2.054 0.030
C 0.913 0.302 -1.973 -0.137
C 1.401 1.702 -1.826 -0.465
O 0.830 2.671 -2.295 0.063
N 2.511 1.815 -1.055 0.095
C 3.014 3.073 -0.550 -0.068
C 2.851 3.083 0.977 -0.438
O 3.814 2.838 1.685 0.047
N 1.623 3.305 1.481 -0.041
C 0.400 3.553 0.756 -0.121
C -0.488 2.312 0.792 -0.085
C -0.774 1.822 2.217 -0.417
C 0.560 1.709 2.979 -0.075
C 1.365 3.004 2.876 -0.124
N -1.665 2.759 2.913 0.020
C -2.445 2.180 3.988 -0.198
C -3.421 1.070 3.533 -0.107
C -2.627 0.160 2.671 -0.206
N -2.893 -1.129 2.284 0.122
C -1.845 -1.523 1.513 -0.181
N -0.950 -0.585 1.386 0.151
C -1.425 0.475 2.103 -0.204
C -0.461 0.103 -1.942 0.031
C -0.976 -1.180 -1.893 -0.187
O -2.295 -1.481 -1.774 -0.035
C -3.210 -0.422 -1.587 -0.253
C -4.582 -1.039 -1.359 -0.057
C -0.112 -2.291 -1.948 -0.116
O -0.731 -3.504 -1.904 -0.020
C -0.063 -4.618 -1.336 -0.244
C -1.128 -5.636 -0.952 -0.060
H 5.136 -4.343 -2.636 0.076
H 3.647 -4.888 -3.424 0.079
H 3.822 -5.038 -1.674 0.077
H 3.696 -2.404 -3.227 0.128
H 3.865 -2.556 -1.454 0.128
H 2.834 -0.616 -2.140 0.108
H 2.881 0.987 -0.615 0.142
H 4.085 3.154 -0.760 0.128
H 2.484 3.880 -1.056 0.121
H -0.113 4.386 1.248 0.129
H 0.592 3.823 -0.281 0.103
H 0.003 1.493 0.268 0.095
H -1.427 2.526 0.276 0.131
H 1.129 0.885 2.546 0.128
H 0.370 1.483 4.027 0.116
H 0.795 3.826 3.318 0.125
H 2.325 2.903 3.383 0.120
H -2.292 3.187 2.239 0.120
H -2.998 2.989 4.471 0.116
H -1.750 1.758 4.718 0.117
H -4.254 1.508 2.972 0.114
H -3.836 0.549 4.399 0.114
H -3.703 -1.673 2.535 0.155
H -1.784 -2.488 1.053 0.118
H -1.098 0.971 -1.922 0.114
H -3.231 0.225 -2.475 0.130
H -2.911 0.182 -0.719 0.112
H -5.323 -0.258 -1.212 0.076
H -4.861 -1.642 -2.217 0.079
H -4.557 -1.681 -0.482 0.065
H 0.505 -4.307 -0.451 0.131
H 0.633 -5.056 -2.060 0.118
H -1.810 -5.209 -0.221 0.068
H -1.701 -5.916 -1.831 0.078
H -0.660 -6.522 -0.532 0.075
```

Values from the calculation:
Structure (SMILES)   CCOc1cc(C(=O)NCC(=O)N2CCC3(CC2)NCCc2[nH]cnc23)cc(OCC)c1OCC
E_HOMO   -8.01 eV
E_LUMO   0.0188 Eh
Net charge   0

=====

Which one is most stable, and which one is least stable? arrangement B is the most stable of them, while arrangement A is the least stable.

=====

Arrangement A

Molecular formula: H80O40
Method: DFT, ωB97M-V/def2-TZVPD

XYZ file:
```
120
Properties=species:S:1:pos:R:3:mulliken_spin:R:1
H -6.788 -1.518 -1.714 0.000
H -6.656 -0.539 -2.984 0.000
O -6.925 -0.645 -2.070 0.001
H 4.731 0.293 3.886 0.000
H 3.862 1.596 3.937 0.000
O 4.284 0.909 4.469 0.000
H -0.531 -3.733 0.728 0.002
H -0.640 -3.105 -0.597 0.000
O -0.565 -3.989 -0.209 0.039
H 1.152 0.623 0.859 0.000
H 0.916 2.030 0.529 0.000
O 0.419 1.334 0.990 0.000
H -0.862 0.689 -5.531 0.000
H -2.030 1.092 -6.580 0.000
O -1.122 1.154 -6.307 0.000
H -1.009 1.504 3.616 0.000
O -0.561 0.716 3.333 0.004
H 2.629 0.218 4.843 0.000
O 1.706 0.048 4.629 0.000
H -2.293 5.067 -0.298 0.000
H -0.880 4.403 -0.380 0.000
O -1.365 5.206 -0.490 0.000
H 0.315 -1.119 -3.717 0.000
H -0.995 -0.638 -4.404 0.000
O -0.060 -0.837 -4.553 0.000
H -6.054 1.013 -1.304 0.000
H -6.771 1.789 -0.136 0.000
O -6.059 1.820 -0.779 0.000
H 1.039 -2.181 2.835 0.000
H 0.244 -1.165 2.437 -0.001
O 0.985 -1.668 2.020 0.001
H 3.249 -3.112 -1.259 -0.001
O 2.672 -2.372 -1.458 0.000
H -2.997 0.989 2.469 0.000
H -2.826 2.497 2.203 0.000
O -2.959 1.852 2.892 0.007
H -5.067 -1.485 -0.030 0.000
H -6.059 -2.484 0.553 0.000
O -5.933 -1.543 0.393 0.008
H -4.650 -2.980 -1.697 0.000
H -4.221 -2.191 -3.027 0.000
O -4.869 -2.708 -2.582 0.000
H 4.978 -2.695 2.927 0.000
H 4.473 -3.455 1.996 0.000
O 4.132 -3.184 2.873 0.000
H 4.629 -1.751 -4.397 0.000
H 4.006 -2.644 -5.443 0.000
O 4.119 -2.565 -4.490 0.000
H 1.202 0.059 -2.643 0.000
H 2.130 0.364 -3.872 0.000
O 2.116 0.148 -2.945 0.000
H 1.551 -0.959 -0.800 0.000
O 1.722 -0.087 -0.443 -0.001
H 1.196 -6.034 -1.018 -0.020
H 0.152 -6.585 -2.161 -0.019
O 0.891 -5.993 -1.946 0.844
H 0.089 -3.997 3.664 0.000
O 0.976 -3.962 3.329 0.000
H 0.043 -1.874 5.789 0.000
H 0.885 -1.383 4.602 0.000
O 0.131 -1.981 4.849 0.007
H 1.678 -5.401 1.330 -0.001
H 1.779 -4.159 0.519 -0.002
O 1.855 -5.118 0.425 0.034
H -1.243 -0.733 -0.044 0.000
H -2.326 0.205 -0.239 0.000
O -1.830 -0.457 -0.764 0.003
H 0.569 4.883 2.468 0.000
H 0.094 5.102 1.054 0.000
O 0.721 4.592 1.578 0.000
H -1.930 1.242 -3.190 0.000
H -3.405 0.570 -2.805 0.000
O -2.831 0.991 -3.438 0.000
H 2.500 5.211 -1.030 0.000
H 1.375 5.396 -1.972 0.000
O 2.341 5.334 -1.979 0.000
H -1.367 2.349 0.064 0.000
H -2.559 2.803 -0.626 0.000
O -2.308 2.159 0.090 0.000
H -2.421 3.254 -2.454 0.000
H -3.896 3.261 -1.928 0.000
O -3.054 3.761 -1.941 0.000
H 3.648 -1.023 -0.666 0.000
H 4.106 0.187 -1.123 0.000
O 4.433 -0.456 -0.462 0.000
H 0.293 2.848 -2.715 0.000
H 1.511 3.745 -2.365 0.000
O 1.094 2.879 -2.183 0.000
H 1.153 -3.454 -5.859 0.000
O 0.347 -3.679 -5.377 0.005
H 3.351 0.207 2.874 0.000
H 3.211 -1.060 1.943 0.000
O 3.814 -0.405 2.295 0.000
H 2.678 0.076 -0.400 0.000
H -0.180 0.889 2.451 0.001
H 1.505 -3.422 3.913 0.000
H 1.141 0.372 5.336 0.000
H 3.026 -2.048 -2.303 0.000
H 0.530 -3.112 -4.616 0.000
O 3.427 2.023 -4.629 0.000
H 2.551 1.855 -4.267 0.000
H 3.970 2.395 -3.928 0.000
O -2.034 -1.568 3.596 0.023
H -1.909 -2.033 4.420 -0.001
H -1.268 -0.984 3.463 0.002
O -1.343 2.241 6.118 0.000
H -2.289 2.199 6.237 0.000
H -1.196 2.470 5.208 0.000
O -0.403 0.780 -2.458 0.000
H -0.311 1.097 -1.546 0.000
H -0.712 -0.120 -2.333 0.000
O -3.567 -1.436 1.657 0.070
H -3.055 -2.146 2.069 -0.002
H -4.425 -1.737 1.990 -0.002
O 3.612 3.172 0.425 0.000
H 4.270 3.724 0.846 0.000
H 3.195 2.803 1.199 0.000
O 2.366 3.295 3.361 0.000
H 2.336 2.959 4.268 0.000
H 1.507 2.972 3.053 0.000
```

Values from the calculation:
E_HOMO (alpha / beta)   -12.82 / -12.70 eV
E_LUMO (alpha / beta)   -0.1225 / -0.3969 Eh
Spin multiplicity   2
Net charge   +1

=====

Arrangement B

Molecular formula: H80O40
Method: DFT, ωB97M-V/def2-TZVPD

XYZ file:
```
120
Properties=species:S:1:pos:R:3:mulliken_spin:R:1
H -3.740 1.867 1.899 0.000
H -3.489 0.277 2.166 0.000
O -3.902 1.033 1.586 0.000
H 0.812 3.528 1.164 0.000
H 0.447 4.640 0.245 0.000
O 0.091 4.077 0.925 0.000
H -1.157 -2.965 -0.629 0.000
H -0.777 -1.473 -0.294 0.000
O -0.948 -2.111 -1.017 0.002
H 0.249 -0.180 2.145 -0.001
H -1.078 0.093 3.027 -0.004
O -0.631 -0.488 2.343 0.067
H -1.411 6.664 -0.563 0.000
H -0.428 6.249 -1.450 0.000
O -0.887 5.878 -0.698 0.000
H 2.081 -1.343 -0.383 0.000
O 1.854 -0.612 0.189 -0.001
H -1.315 -2.659 4.479 -0.020
O -0.478 -2.874 3.845 0.449
H 0.405 0.288 -4.263 0.000
H -0.222 -1.018 -4.465 0.000
O 0.647 -0.607 -4.296 0.000
H 3.864 0.710 3.631 0.000
H 3.242 2.045 3.863 0.000
O 4.071 1.646 3.833 0.000
H -2.844 -2.885 -5.205 0.000
H -1.762 -3.424 -4.204 0.000
O -2.170 -2.642 -4.551 0.000
H -5.211 -0.888 1.002 0.000
H -6.188 -0.964 -0.255 0.000
O -5.360 -0.480 0.113 0.000
H -2.509 2.925 -3.262 0.000
O -2.598 2.314 -3.946 0.000
H 1.906 -1.725 5.386 0.000
H 2.028 -3.251 5.825 0.000
O 1.385 -2.536 5.577 0.001
H 1.028 -0.113 4.473 0.000
H 0.966 -1.292 3.329 -0.005
O 1.491 -0.571 3.797 0.013
H 1.416 -3.251 2.112 -0.002
H 2.372 -2.289 1.345 0.000
O 1.892 -3.107 1.236 -0.003
H 2.854 -2.205 -2.929 0.000
H 1.576 -1.311 -2.813 0.000
O 2.214 -1.937 -2.358 0.000
H -1.333 4.184 -1.646 0.000
H -0.831 3.317 -0.342 0.000
O -0.625 3.602 -1.287 0.000
H 0.077 1.276 4.655 0.000
H -0.007 2.150 5.914 0.000
O 0.016 1.217 5.606 0.000
H -4.102 -2.812 1.279 0.000
O -4.963 -3.230 1.418 0.000
H 3.720 4.896 0.038 0.000
H 4.232 3.442 -0.085 0.000
O 3.974 4.225 -0.567 0.000
H 4.921 1.234 1.943 0.000
O 4.331 1.348 1.337 0.000
H 1.504 0.147 -5.994 0.000
H 1.899 1.481 -5.323 0.000
O 2.277 0.752 -5.925 0.000
H 3.535 -5.155 -0.515 0.000
H 3.212 -3.634 -0.793 0.000
O 3.879 -4.323 -0.750 0.000
H 0.118 -4.353 -2.483 0.000
H 1.004 -3.631 -3.607 0.000
O 0.426 -4.437 -3.381 0.000
H -3.504 3.681 3.334 0.000
H -3.952 2.664 4.233 0.000
O -3.465 3.412 4.220 0.000
H -0.239 1.575 -5.837 0.000
H -1.468 1.670 -5.458 0.000
O -0.831 0.993 -5.506 0.000
H -2.747 0.048 0.167 -0.002
H -1.372 -0.301 0.421 0.001
O -2.273 -0.634 0.592 0.014
H 3.428 -2.886 3.198 0.000
H 3.867 -4.275 3.527 0.000
O 3.225 -3.570 3.746 0.000
H 1.720 2.783 -4.083 0.000
H 0.160 2.592 -3.666 0.000
O 0.783 2.673 -4.392 0.000
H -3.549 2.471 -0.805 0.000
H -3.440 1.175 0.174 0.000
O -3.296 1.589 -0.774 0.000
H 3.811 1.365 -1.419 0.000
H 3.000 0.317 -2.202 0.000
O 3.737 0.922 -2.343 0.000
H 4.334 -1.119 -0.084 0.000
O 4.899 -0.306 -0.410 0.000
H -2.330 -3.990 0.769 -0.001
H -1.806 -3.066 1.853 0.001
O -2.394 -3.762 1.657 -0.006
H -4.878 -4.143 1.583 0.000
H 1.501 -0.111 -0.561 0.000
H 4.342 1.031 0.377 0.000
H 0.330 -2.976 4.394 -0.010
H -3.027 1.506 -3.640 0.000
H 4.783 -0.244 -1.328 0.000
O -2.237 -5.387 3.562 0.527
H -2.308 -4.615 2.983 -0.010
H -2.002 -5.883 2.718 -0.016
O -3.198 4.318 0.605 0.000
H -2.346 4.904 0.864 0.000
H -2.861 3.550 1.050 0.000
O 0.516 0.515 -1.819 0.000
H -0.289 0.835 -1.603 0.000
H 0.392 -0.036 -2.644 0.000
O -0.009 -4.646 0.892 0.004
H 0.360 -5.503 0.824 -0.001
H 0.668 -4.144 0.418 0.000
O 0.330 5.565 -3.022 0.000
H 0.433 4.799 -2.500 0.000
H 0.094 5.224 -3.868 0.000
O 1.691 1.898 2.417 0.002
H 2.463 2.067 2.986 0.000
H 2.052 1.364 1.668 0.000
O -3.488 0.074 -3.204 0.000
H -3.639 -0.003 -2.141 0.000
H -3.029 -0.710 -3.370 0.000
```

Values from the calculation:
E_HOMO (alpha / beta)   -12.23 / -12.23 eV
E_LUMO (alpha / beta)   -0.1303 / -0.3712 Eh
Spin multiplicity   2
Net charge   +1

=====

Which one is most stable, and which one is least stable? arrangement A is the most stable of them, while arrangement B is the least stable.

=====

Arrangement A

Molecular formula: CH3NO2
Method: DFT, ωB97M-V/def2-TZVPD

XYZ file:
```
7
Properties=species:S:1:pos:R:3:lowdin_charge:R:1
C -0.623 0.119 0.062 0.015
N 0.813 -0.211 0.042 -0.401
O 1.457 0.438 -0.856 0.023
O 1.126 -1.124 0.834 0.061
H -0.815 1.283 0.002 0.145
H -0.739 -0.223 -0.923 0.078
H -1.218 -0.280 0.838 0.078
```

Values from the calculation:
Structure (SMILES)   C[N+](=O)[O-]
E_HOMO   -11.44 eV
E_LUMO   -0.0088 Eh
Net charge   0

=====

Arrangement B

Molecular formula: CH3NO2
Method: DFT, ωB97M-V/def2-TZVPD

XYZ file:
```
7
Properties=species:S:1:pos:R:3:lowdin_charge:R:1
C 0.142 0.386 0.094 -0.158
N -0.335 -0.900 0.144 0.056
O 1.428 0.548 -0.275 -0.075
O 2.107 -0.467 0.097 -0.113
H -0.456 1.195 -0.337 0.129
H -0.063 -1.528 -0.516 0.047
H 0.253 -1.431 0.833 0.114
```

Values from the calculation:
E_HOMO (alpha / beta)   -10.29 / -9.31 eV
E_LUMO (alpha / beta)   -0.0152 / -0.0237 Eh
Net charge   0

=====

Which one is most stable, and which one is least stable? arrangement A is the most stable of them, while arrangement B is the least stable.